Entry from OMol25: C26H44Cl2O2P2W as an isolated structure in a non-equilibrium geometry (ωB97M-V/def2-TZVPD).

Properties
net charge: +2
spin multiplicity: 3
expectation value of S²: 2.02
HOMO (alpha / beta): -13.514 / -13.506 eV
LUMO energy (alpha / beta): -8.76 / -8.96 eV

Atoms and positions in Å:
W1 0.415597 -0.663635 1.226402
C1 1.722058 0.087484 2.779348
C2 0.961634 -1.063294 3.265862
C3 2.375633 -1.767492 1.555370
C4 2.550089 -0.354931 1.694249
C5 1.345348 -2.203608 2.451157
C6 1.845116 1.430831 3.418798
H1 0.913953 1.723196 3.904158
H2 2.135027 2.194225 2.688943
H3 2.639458 1.389195 4.175488
C7 3.578290 0.424539 0.930144
H4 3.488715 1.503636 1.100826
H5 3.499144 0.216130 -0.149202
H6 4.600183 0.129712 1.229143
C8 3.344757 -2.627519 0.803337
H7 4.296850 -2.655319 1.357057
H8 3.536205 -2.205181 -0.192923
H9 2.984612 -3.661956 0.719674
C9 1.031520 -3.641140 2.725686
H10 1.704003 -3.976474 3.528060
H11 1.209207 -4.259396 1.842475
H12 -0.007735 -3.770007 3.040612
C10 0.083146 -1.139715 4.465389
H13 0.521450 -1.847328 5.181477
H14 -0.928466 -1.504624 4.232080
H15 -0.010761 -0.156891 4.943366
C11 -2.721878 2.877868 -1.300793
C12 -3.180033 3.229058 -0.080841
C13 -4.536344 2.873150 0.441700
C14 -5.065498 1.477119 0.008458
C15 -4.055295 0.386795 -0.165158
C16 -3.554852 0.033022 -1.362407
C17 -3.731816 0.871565 -2.608943
C18 -3.594749 2.410015 -2.418938
H16 -5.270218 3.644750 0.133788
H17 -5.622303 1.618215 -0.930517
H18 -4.505888 2.927865 1.541162
H19 -4.604333 2.825103 -2.285965
H20 -1.691875 3.108355 -1.585304
H21 -2.634188 3.968939 0.526084
H22 -3.178661 2.822386 -3.356358
H23 -2.997378 0.542120 -3.364524
H24 -3.089754 -0.952077 -1.527055
H25 -4.727409 0.670643 -3.055528
H26 -5.779957 1.157541 0.787252
H27 -3.850061 -0.197707 0.730339
P1 0.514221 1.328033 -0.095686
P2 0.099812 -2.019516 -0.806924
C19 -0.529874 0.706210 -1.505589
C20 -0.106521 -0.658112 -2.065449
H28 -0.443621 1.484546 -2.281773
H29 -1.565375 0.735262 -1.141341
H30 -0.835098 -1.005364 -2.815493
H31 0.885712 -0.525229 -2.538079
C21 1.067816 -3.307615 -1.625603
H32 1.409031 -4.034557 -0.882020
H33 1.930395 -2.862127 -2.133001
H34 0.428655 -3.819396 -2.357785
C22 -1.460958 -2.828877 -0.405303
H35 -1.917660 -3.191883 -1.330485
H36 -2.134235 -2.150389 0.130782
H37 -1.220915 -3.679508 0.248827
C23 1.511359 2.620266 -0.766544
H38 2.249751 2.934997 -0.018009
H39 0.866286 3.479233 -1.029594
H40 2.048485 2.241787 -1.669332
C24 -0.580759 1.854891 1.269892
H41 -0.923623 1.012695 1.929283
H42 -1.473392 2.308505 0.843230
H43 -0.053388 2.590522 1.886515
Cl1 5.981470 -0.636881 -2.842511
C25 4.551034 -0.197998 -3.839888
Cl2 4.065139 -1.497340 -4.938799
C26 3.391853 0.105651 -2.836504
O1 3.059324 1.312010 -2.794323
O2 2.967611 -0.886178 -2.196323
H44 4.774923 0.691201 -4.435595

Cartesian forces, eV/Å:
-3.00 1.00 -2.50
1.01 -0.82 1.51
1.38 0.16 0.37
0.78 -0.53 0.48
0.84 -0.01 0.45
1.59 -0.05 1.10
-0.24 0.14 -0.07
0.12 0.13 0.07
-0.08 -0.09 0.18
-0.18 -0.03 -0.12
0.23 0.12 -0.22
0.04 -0.31 -0.03
0.01 0.07 0.25
-0.45 0.02 0.06
-0.49 -0.14 -0.50
-0.31 0.14 -0.06
0.06 -0.18 0.11
0.20 0.35 -0.06
-0.37 0.16 -0.16
-0.24 -0.03 -0.15
-0.02 0.03 0.17
0.17 -0.11 0.10
-0.44 0.16 0.25
-0.10 0.21 -0.07
0.23 0.06 0.08
0.00 -0.31 -0.04
-0.09 1.03 0.80
0.18 0.48 -0.96
-0.31 0.10 0.29
-0.36 0.79 0.14
0.15 -0.47 -0.60
-0.72 -0.12 0.28
-0.07 -0.31 -0.42
-0.32 -0.55 -0.38
0.26 -0.32 0.16
0.09 -0.32 0.40
0.00 0.00 -0.28
0.44 0.05 -0.10
-0.26 0.35 0.18
0.18 -0.67 -0.12
-0.34 -0.10 0.40
-0.27 0.02 0.26
0.07 0.59 0.34
0.49 0.02 0.15
0.15 0.07 -0.48
-0.03 -0.28 -0.14
-0.56 -0.74 -1.75
0.76 0.84 -1.56
-0.04 0.45 0.22
-0.10 -0.06 -0.13
0.01 -0.41 0.08
0.30 -0.14 -0.09
0.21 0.17 0.09
-0.29 -0.49 0.23
0.24 -0.09 0.19
-0.08 0.02 -0.19
-0.08 0.08 0.12
0.05 0.18 0.18
-0.05 -0.03 0.46
-0.15 0.07 0.17
-0.21 -0.17 -0.16
-0.17 0.11 -0.22
0.56 0.91 0.60
-0.12 0.14 -0.28
0.11 -0.39 0.18
-0.09 -0.28 0.25
0.62 0.02 -0.17
-0.12 0.07 0.15
-0.38 -0.25 -0.04
-0.08 -0.33 0.06
-0.24 0.11 -0.40
-0.32 0.22 0.41
0.17 0.02 0.04
0.88 0.23 -0.81
-0.26 -0.84 0.30
-0.65 0.42 0.71
0.13 -0.34 0.24



Entry from OMol25: one molecule with the formula C22H28N2O5S in a non-equilibrium geometry (ωB97M-V/def2-TZVPD).

Properties
structure (SMILES): O=C(COC(=O)[C@@H]1C[C@H]2C=C[C@@H]1C2)Nc1cccc(S(=O)(=O)N2CCCCCC2)c1
HOMO: -8.918 eV
LUMO energy: 0.45 eV

Atoms and positions in Å:
O1 -0.524588 -0.436813 1.352952
C1 -1.566623 0.162842 1.245045
C2 -2.872887 -0.409546 1.822688
O2 -2.959746 -1.790576 1.511647
C3 -2.856956 -2.071169 0.200891
O3 -2.753870 -1.206928 -0.632330
C4 -2.941645 -3.550198 -0.047062
C5 -2.224638 -3.978710 -1.339502
C6 -3.365246 -4.583004 -2.192215
C7 -3.805385 -5.827314 -1.465188
C8 -4.435054 -5.443599 -0.362408
C9 -4.428253 -3.937216 -0.340984
C10 -4.510244 -3.628530 -1.837783
N1 -1.709980 1.387608 0.675336
C11 -0.705505 2.157035 0.076050
C12 -0.934930 3.521137 -0.105756
C13 0.035869 4.329075 -0.668722
C14 1.254821 3.789339 -1.049708
C15 1.464926 2.435802 -0.882736
S1 3.048756 1.709621 -1.319503
O4 2.817022 0.467198 -1.994411
O5 3.820945 2.725358 -1.980146
N2 3.730836 1.387595 0.142506
C16 3.822097 0.050857 0.667431
C17 2.961555 -0.199816 1.909166
C18 3.140378 0.851231 3.005394
C19 2.532878 2.203968 2.622868
C20 3.486101 3.151410 1.887272
C21 4.379304 2.458173 0.846778
C22 0.505266 1.609703 -0.336959
H1 -3.750900 0.115441 1.430539
H2 -2.848599 -0.354824 2.912949
H3 -2.582208 -4.064201 0.844990
H4 -1.430249 -4.697700 -1.148606
H5 -1.801260 -3.108207 -1.839730
H6 -3.118336 -4.701967 -3.243494
H7 -3.572195 -6.826491 -1.783778
H8 -4.829421 -6.051993 0.430362
H9 -5.147991 -3.460047 0.320053
H10 -4.294656 -2.589601 -2.077946
H11 -5.462862 -3.924572 -2.274533
H12 -2.628685 1.807132 0.672747
H13 -1.881398 3.946895 0.196465
H14 -0.157415 5.382202 -0.804951
H15 2.037316 4.388964 -1.485481
H16 3.515099 -0.615371 -0.139808
H17 4.874442 -0.157024 0.905900
H18 1.907461 -0.241456 1.634078
H19 3.236149 -1.180998 2.302656
H20 2.634613 0.484009 3.901325
H21 4.197353 0.968277 3.251409
H22 1.655836 2.020286 1.999511
H23 2.187479 2.715964 3.524492
H24 2.888135 3.923491 1.398474
H25 4.140513 3.646679 2.607904
H26 4.701641 3.184522 0.097123
H27 5.272787 2.053639 1.333425
H28 0.700968 0.555045 -0.253684

Cartesian forces, eV/Å:
0.20 -0.17 0.01
-0.51 0.08 0.28
0.13 0.09 -0.18
-0.04 -0.04 0.33
0.03 -0.21 -0.15
-0.07 0.05 -0.03
0.13 0.13 0.20
0.26 0.07 -0.12
0.05 0.01 -0.22
-0.11 -0.08 -0.15
-0.20 -0.05 0.05
-0.16 0.13 0.14
-0.11 0.10 -0.15
-0.25 0.30 0.00
0.42 0.13 -0.07
0.06 -0.08 -0.01
-0.04 -0.09 0.02
0.17 0.08 -0.13
0.39 -0.01 -0.23
0.15 0.07 0.19
-0.21 -0.08 0.26
-0.23 0.11 0.25
-0.30 0.15 -1.08
-0.30 -0.78 0.13
0.32 0.12 -0.05
-0.30 -0.06 -0.08
0.19 0.10 0.10
-0.02 -0.16 -0.03
0.07 0.79 0.26
-0.19 -0.23 -0.03
0.11 -0.03 0.08
0.01 0.05 -0.15
-0.03 0.05 -0.07
0.03 0.02 0.00
0.04 -0.02 0.02
0.00 0.01 -0.03
0.07 -0.26 0.04
0.00 -0.21 0.16
-0.03 0.01 0.01
0.04 0.07 -0.03
-0.02 -0.04 0.02
0.10 -0.23 -0.01
-0.09 0.05 0.06
-0.01 0.08 -0.01
0.05 0.14 -0.05
0.16 -0.14 0.17
-0.07 0.06 -0.09
-0.04 -0.04 -0.02
-0.03 -0.08 -0.04
0.09 0.00 0.03
0.12 -0.03 0.13
-0.07 0.03 0.06
-0.08 0.00 -0.05
0.06 0.08 0.03
0.01 0.09 0.00
0.19 -0.01 0.23
-0.06 -0.05 -0.12
-0.07 -0.10 0.09



Entry from OMol25: one molecule with the formula C18H29NO2 (ωB97M-V/def2-TZVPD).

Properties
structure (SMILES): Cc1ccc(C(C)C)cc1OCCOCCN1CCCC1
HOMO: -8.096 eV
LUMO energy: 0.92 eV

Atoms and positions in Å:
C1 -1.624606 -2.303796 -2.736282
C2 -1.768967 -1.268122 -1.665032
C3 -2.211012 0.012603 -1.940498
C4 -2.336931 0.963975 -0.942844
C5 -2.009714 0.647475 0.366765
C6 -2.120521 1.668148 1.474585
C7 -1.118097 2.805118 1.263898
C8 -3.544971 2.216002 1.580391
C9 -1.562138 -0.636138 0.654678
C10 -1.445023 -1.595078 -0.339873
O1 -1.059476 -2.897247 -0.148733
C11 -0.624988 -3.337601 1.111606
C12 0.866262 -3.072282 1.344784
O2 1.097021 -1.687710 1.363529
C13 2.452770 -1.332014 1.524403
C14 2.650469 0.116146 1.070594
N1 3.059803 0.157395 -0.322581
C15 1.979263 -0.134084 -1.255901
C16 1.289781 1.206840 -1.593495
C17 2.305358 2.277140 -1.166933
C18 3.543397 1.457161 -0.757821
H1 -2.242812 -3.170383 -2.507113
H2 -0.591952 -2.645855 -2.787387
H3 -1.915276 -1.903156 -3.703831
H4 -2.461605 0.272832 -2.959089
H5 -2.683381 1.954524 -1.195950
H6 -1.875827 1.172975 2.421120
H7 -0.103397 2.413136 1.244418
H8 -1.191452 3.529850 2.072377
H9 -1.307007 3.316936 0.323173
H10 -4.255129 1.401440 1.704835
H11 -3.629194 2.883464 2.435637
H12 -3.814164 2.771382 0.685751
H13 -1.282060 -0.864238 1.670407
H14 -0.784595 -4.420526 1.110277
H15 -1.216437 -2.896008 1.919755
H16 1.168544 -3.532702 2.299512
H17 1.448055 -3.540085 0.535033
H18 2.737564 -1.451298 2.581129
H19 3.095366 -1.983414 0.916652
H20 3.449485 0.565084 1.664839
H21 1.714219 0.659716 1.266549
H22 1.285992 -0.854853 -0.830960
H23 2.430212 -0.562702 -2.155958
H24 1.058686 1.264943 -2.655562
H25 0.355537 1.302505 -1.043874
H26 1.935039 2.850172 -0.316229
H27 2.537327 2.976009 -1.968363
H28 4.138995 1.936860 0.018463
H29 4.181564 1.289447 -1.630861

Cartesian forces, eV/Å:
0.00 0.00 0.10
0.11 -0.21 0.12
0.02 0.01 0.12
-0.04 0.06 0.06
-0.03 -0.10 0.02
-0.05 0.19 -0.06
-0.08 -0.19 0.17
0.18 -0.15 0.13
0.03 -0.17 0.13
-0.20 0.18 -0.31
-0.02 0.27 -0.35
0.56 -0.02 0.45
-0.30 -0.19 -0.09
-0.27 -0.02 -0.03
0.22 0.22 0.20
0.05 -0.43 0.02
0.22 -0.02 0.13
-0.10 -0.14 -0.27
-0.02 -0.06 0.06
0.12 -0.01 0.05
0.06 0.15 -0.10
-0.01 -0.11 -0.07
0.06 -0.10 -0.08
-0.02 0.01 -0.07
-0.02 -0.01 -0.12
-0.04 0.14 -0.02
-0.01 -0.02 -0.09
0.15 0.02 -0.04
0.02 0.12 0.06
-0.01 0.08 -0.12
-0.11 -0.03 0.00
-0.05 0.10 0.07
-0.06 0.08 -0.11
0.04 -0.01 0.07
0.01 0.14 0.08
-0.01 -0.07 -0.06
-0.05 -0.02 -0.08
-0.05 0.02 0.09
-0.03 -0.01 -0.08
-0.03 0.07 0.05
-0.07 0.02 0.00
-0.01 0.08 0.11
0.01 -0.09 -0.05
-0.10 -0.02 -0.02
-0.09 0.00 -0.03
-0.05 0.03 -0.04
-0.03 0.06 0.00
-0.01 0.09 0.01
0.07 -0.04 -0.01
0.04 0.10 0.02



Entry from OMol25: one molecule with the formula C19H27ClN6O2 (ωB97M-V/def2-TZVPD).

Properties
structure (SMILES): Cc1ccn([C@H](C)C(=O)N[C@H](CNC(=O)c2nc(C)ncc2Cl)CC(C)C)n1
HOMO: -9.226 eV
LUMO energy: 0.24 eV

Atoms and positions in Å:
C1 -1.298234 2.398315 -4.919709
C2 -1.969867 1.721150 -3.769618
C3 -2.516703 0.422876 -3.712007
C4 -3.012541 0.308908 -2.434076
N1 -2.766419 1.478076 -1.809813
C5 -2.961142 1.818841 -0.409054
C6 -3.831494 3.050917 -0.247086
C7 -1.598011 2.009075 0.286225
O1 -1.468996 2.811423 1.187781
N2 -0.605693 1.204575 -0.171025
C8 0.801475 1.489364 0.079827
C9 1.334930 2.357370 -1.061023
N3 0.565367 3.569599 -1.202399
C10 0.787359 4.594593 -0.348739
O2 1.732562 4.653902 0.414211
C11 -0.275356 5.674005 -0.420004
N4 -1.141852 5.550864 -1.424239
C12 -2.130989 6.422174 -1.542605
C13 -3.070817 6.242263 -2.694254
N5 -2.333130 7.451114 -0.715699
C14 -1.471036 7.586602 0.276668
C15 -0.404314 6.717837 0.483533
Cl1 0.620781 7.006742 1.833342
C16 1.556774 0.179638 0.266749
C17 3.054426 0.326115 0.579491
C18 3.922192 0.263737 -0.675990
C19 3.495830 -0.761882 1.555621
N6 -2.115557 2.343393 -2.606223
H1 -0.308162 2.756984 -4.636309
H2 -1.190653 1.711648 -5.757405
H3 -1.877076 3.259809 -5.254161
H4 -2.556145 -0.313236 -4.495961
H5 -3.524025 -0.495982 -1.932551
H6 -3.447252 0.953496 0.050365
H7 -3.936500 3.286725 0.808308
H8 -3.360848 3.895464 -0.746807
H9 -4.812661 2.873487 -0.686731
H10 -0.803840 0.663268 -0.999912
H11 0.840668 2.074704 0.999492
H12 2.365314 2.641479 -0.851771
H13 1.304433 1.802108 -2.003373
H14 -0.304865 3.571765 -1.724065
H15 -3.108559 5.190835 -2.975191
H16 -4.059969 6.612807 -2.435300
H17 -2.712442 6.813841 -3.553762
H18 -1.614892 8.418751 0.957541
H19 1.063352 -0.346477 1.087462
H20 1.431819 -0.450534 -0.624716
H21 3.204885 1.298203 1.063090
H22 3.809936 -0.711963 -1.157278
H23 3.665334 1.027721 -1.409551
H24 4.976243 0.388546 -0.422375
H25 3.315420 -1.751823 1.126668
H26 4.561343 -0.684515 1.777661
H27 2.946365 -0.698346 2.496144

Cartesian forces, eV/Å:
0.00 0.01 0.01
0.03 -0.01 0.02
-0.03 0.04 0.02
-0.05 -0.03 0.00
0.06 0.00 0.00
-0.05 -0.08 0.06
0.02 -0.01 -0.03
0.00 0.00 -0.07
0.01 0.04 0.04
-0.08 -0.03 0.01
-0.02 -0.07 -0.01
0.12 0.06 0.03
-0.05 0.13 -0.03
-0.06 -0.03 0.02
0.02 -0.01 0.00
0.02 -0.02 -0.05
-0.02 -0.06 0.02
-0.01 0.04 -0.05
0.01 0.01 0.01
0.00 0.02 0.01
0.00 0.03 0.02
0.00 0.00 -0.01
0.01 -0.01 0.01
0.03 -0.04 0.03
-0.01 0.02 0.03
0.02 -0.01 -0.01
0.00 -0.01 0.00
-0.02 0.03 -0.06
0.00 0.00 0.00
0.01 0.00 0.00
0.00 -0.01 -0.01
0.00 0.00 -0.01
0.00 -0.01 0.01
0.03 0.01 -0.01
-0.01 0.02 0.01
-0.01 0.04 0.01
0.00 0.01 0.00
0.01 0.02 0.00
0.01 -0.01 0.00
0.00 -0.03 -0.04
0.00 0.02 0.01
0.04 -0.03 0.01
-0.02 0.01 -0.01
-0.01 -0.01 0.00
0.00 -0.01 0.02
-0.02 -0.02 -0.01
0.00 -0.02 -0.01
-0.02 0.02 0.01
0.01 0.00 -0.01
0.01 0.00 0.00
0.00 -0.02 0.01
0.00 0.01 -0.01
0.00 0.00 0.01
0.00 0.00 0.00
0.00 0.00 0.00



Relative energy (zero: lowest compared OMol25 entry of this formula, charge and spin), respectively: 0.000 2.723 0.918 0.235 eV.